No. 1
A structure of composition C51H50ClInN3OP2Te2. Source: the Open Molecules 2025 dataset; level of theory: ωB97M-V with the def2-TZVPD basis set.

Results
* DFT total energy: -111070.9564 eV
* E_LUMO: -0.0693 Ha
* total charge: +1
* HOMO energy: -9.16 eV

Geometry (Å):
In 1.2113 -0.4260 0.5580
Te -3.3814 -2.2246 -1.0882
C -1.3937 -2.9040 -1.4178
C -0.5647 -3.2412 -0.3524
C 0.7364 -3.6429 -0.6142
N 1.2475 -3.7414 -1.8385
C 0.4374 -3.4636 -2.8535
C -0.8778 -3.0376 -2.6997
C -3.0644 -0.2539 -0.3362
P -2.6141 0.7928 -1.6544
C -3.5262 0.3882 -3.1556
C -4.8921 0.1329 -3.0215
C -5.6643 -0.1078 -4.1405
C -5.0842 -0.0914 -5.4041
C -3.7346 0.1816 -5.5416
C -2.9541 0.4281 -4.4188
C -3.1054 2.5212 -1.4114
C -4.2898 2.8043 -0.7433
C -4.7693 4.1038 -0.6883
C -4.0822 5.1249 -1.3269
C -2.9203 4.8423 -2.0314
C -2.4351 3.5458 -2.0760
P -1.8859 -0.3904 1.0521
C -2.0970 0.9999 2.2445
C -3.3233 1.5875 2.5288
C -3.4435 2.5235 3.5448
C -2.3389 2.8635 4.3123
C -1.1156 2.2591 4.0603
C -0.9991 1.3383 3.0309
C -2.6015 -1.6772 2.1350
C -3.9684 -1.7942 2.3694
C -4.4409 -2.7263 3.2741
C -3.5537 -3.5526 3.9559
C -2.1919 -3.4401 3.7287
C -1.7188 -2.5024 2.8195
H -0.9333 -3.2142 0.6661
H 1.4009 -3.9009 0.2032
H 0.8610 -3.5788 -3.8450
H -1.4778 -2.7971 -3.5681
H -5.3408 0.1083 -2.0358
H -6.7203 -0.3113 -4.0311
H -5.6890 -0.2843 -6.2787
H -3.2822 0.2103 -6.5226
H -1.9104 0.6671 -4.5451
H -4.8455 1.9965 -0.2978
H -5.6916 4.3151 -0.1658
H -4.4639 6.1361 -1.2955
H -2.3980 5.6293 -2.5578
H -1.5523 3.3307 -2.6630
H -4.1962 1.2755 1.9793
H -4.4067 2.9684 3.7563
H -2.4362 3.5823 5.1152
H -0.2526 2.5062 4.6651
H -0.0373 0.8694 2.8494
H -4.6606 -1.1561 1.8324
H -5.5049 -2.8154 3.4482
H -3.9277 -4.2844 4.6578
H -1.4990 -4.0885 4.2491
H -0.6506 -2.4173 2.6364
C 1.8748 -1.8564 5.6092
C 2.0251 -1.3212 4.2660
N 2.1399 -0.9010 3.2054
H 0.8921 -1.5936 5.9967
H 2.6429 -1.4398 6.2581
H 1.9750 -2.9397 5.5841
C -0.5621 4.3567 1.4394
N 0.8777 4.2271 1.2431
C 1.6792 5.4044 1.5480
C 1.4091 3.0593 0.8739
C 2.9057 2.9311 0.7531
O 0.6898 2.0808 0.6103
H -0.7786 4.5275 2.4942
H -1.0603 3.4464 1.1202
H -0.9328 5.1979 0.8560
H 1.0036 6.2494 1.6524
H 2.3775 5.6301 0.7449
H 2.2274 5.2902 2.4839
H 3.4709 3.7220 1.2335
H 3.1718 2.8987 -0.3060
H 3.1955 1.9763 1.1918
Cl 2.7006 2.9488 -6.2889
C 1.7004 2.3302 -5.0157
C 1.4264 3.1221 -3.9132
C 0.6044 2.6285 -2.9123
C 0.0420 1.3575 -3.0000
C -0.7825 0.8121 -1.8624
C 0.3758 0.5647 -4.0953
C 1.1926 1.0435 -5.1059
H 1.8533 4.1125 -3.8426
H 0.4054 3.2405 -2.0404
H -0.5104 1.3621 -0.9525
H -0.5306 -0.2417 -1.7005
H -0.0077 -0.4437 -4.1601
H 1.4362 0.4261 -5.9575
C 3.6406 -0.6970 -2.3539
Te 4.2157 -2.0526 -0.8001
C 5.2498 -0.3274 -0.0612
C 5.5421 0.5065 -1.2798
C 6.5692 1.4405 -1.3039
C 6.8071 2.1904 -2.4462
C 6.0199 2.0040 -3.5723
C 4.9959 1.0689 -3.5543
C 4.7493 0.3208 -2.4121
H 2.6895 -0.2250 -2.0822
H 3.4974 -1.2313 -3.2892
H 6.1454 -0.6149 0.4825
H 4.5840 0.1994 0.6261
H 7.1956 1.5724 -0.4306
H 7.6186 2.9045 -2.4629
H 6.2133 2.5725 -4.4714
H 4.3947 0.9103 -4.4387


No. 2
A structure of composition C51H51AsN2O2PPt. Source: the Open Molecules 2025 dataset; level of theory: ωB97M-V with the def2-TZVPD basis set.

Results
* DFT total energy: -134157.7037 eV
* E_LUMO (alpha / beta): -0.0831 / -0.0959 Ha
* total charge: +1
* spin multiplicity: 3
* HOMO energy (alpha / beta): -8.39 / -10.30 eV

Geometry (Å):
Pt 0.3798 -1.3162 0.4078
C 2.8668 -1.9479 -0.9601
C 2.1616 -2.7401 -2.0542
C 3.1867 -3.1714 -3.1025
C 1.0556 -1.8992 -2.6915
C 0.2896 -2.6297 -3.8044
O -1.0855 -2.3349 -3.5434
C -1.1561 -1.7146 -2.3430
N -0.0284 -1.4835 -1.7786
C -2.5140 -1.3285 -1.9382
C -3.4906 -1.4602 -2.9425
C -4.8071 -1.1143 -2.7388
C -5.2031 -0.6293 -1.5002
C -4.2616 -0.4918 -0.5007
C -2.9149 -0.8193 -0.6869
P -1.8745 -0.5594 0.8047
C -2.7989 -1.5456 2.0464
C -3.7213 -1.0177 2.9517
C -4.3190 -1.8352 3.8992
C -4.0286 -3.1906 3.9408
C -3.1668 -3.7363 3.0019
C -2.5577 -2.9191 2.0640
C -2.2512 1.1711 1.2763
C -2.0812 1.6110 2.5924
C -2.4203 2.9034 2.9582
C -2.8819 3.8021 2.0061
C -2.9909 3.3964 0.6851
C -2.6900 2.0909 0.3260
H 3.5508 -2.5847 -0.4002
H 2.0955 -1.5385 -0.2584
H 3.4094 -1.0993 -1.3834
H 1.7022 -3.6325 -1.6201
H 3.6503 -2.2980 -3.5685
H 2.7466 -3.7899 -3.8861
H 3.9739 -3.7504 -2.6202
H 1.5213 -0.9867 -3.0774
H 0.4275 -3.7128 -3.7643
H 0.5439 -2.2788 -4.8026
H -3.1834 -1.8409 -3.9044
H -5.5258 -1.2273 -3.5391
H -6.2360 -0.3658 -1.3161
H -4.5775 -0.1200 0.4651
H -3.9830 0.0292 2.9275
H -5.0099 -1.4026 4.6113
H -4.4808 -3.8162 4.6990
H -2.9518 -4.7970 3.0068
H -1.8801 -3.3455 1.3401
H -1.7183 0.9350 3.3514
H -2.3355 3.2021 3.9954
H -3.1583 4.8077 2.2946
H -3.3305 4.0906 -0.0725
H -2.8279 1.7755 -0.6953
C 2.7945 -0.5394 2.2574
N 1.4352 -1.0250 2.5206
C 0.7075 -0.0108 3.2808
C 1.4564 -2.3162 3.2386
C 0.9823 -3.4788 2.3939
C 1.0037 -4.7607 2.9404
C 0.5386 -5.8454 2.2165
C 0.0724 -5.6577 0.9228
C 0.0517 -4.3808 0.3775
C 0.4932 -3.2762 1.1059
H 3.2994 -0.2763 3.1959
H 2.7428 0.3455 1.6223
H 3.3762 -1.3077 1.7519
H 1.2154 0.2196 4.2269
H -0.2927 -0.3808 3.4979
H 0.6365 0.9019 2.6870
H 0.8113 -2.2512 4.1185
H 2.4675 -2.5144 3.6064
H 1.3731 -4.9017 3.9515
H 0.5404 -6.8318 2.6620
H -0.3020 -6.4975 0.3499
H -0.3434 -4.2457 -0.6256
O 1.1470 0.8736 -0.3366
As 1.4812 2.3972 -0.8556
C 1.6765 3.4764 0.7360
C 0.4775 3.7121 1.4073
C 0.4852 4.2985 2.6616
C 1.6913 4.6608 3.2468
C 2.8855 4.4205 2.5835
C 2.8837 3.8121 1.3362
C 0.0549 3.1218 -1.9278
C -0.6492 2.2617 -2.7619
C -1.6333 2.7630 -3.5997
C -1.9123 4.1236 -3.6000
C -1.2058 4.9825 -2.7680
C -0.2177 4.4843 -1.9325
C 3.0152 2.3117 -2.0418
C 4.2610 2.8863 -1.8263
C 5.3121 2.5968 -2.6858
C 5.1262 1.7359 -3.7557
C 3.8688 1.2012 -4.0049
C 2.8184 1.4942 -3.1524
H -0.4616 3.4221 0.9436
H -0.4489 4.4628 3.1828
H 1.7023 5.1184 4.2271
H 3.8265 4.6969 3.0401
H 3.8248 3.5945 0.8525
H -0.4389 1.1965 -2.7274
H -2.1834 2.0937 -4.2496
H -2.6820 4.5181 -4.2505
H -1.4219 6.0428 -2.7747
H 0.3415 5.1511 -1.2861
H 4.4192 3.5790 -1.0126
H 6.2809 3.0471 -2.5148
H 5.9580 1.4880 -4.4014
H 3.7119 0.5602 -4.8629
H 1.8265 1.1020 -3.3458


No. 3
A structure of composition C51H52AsF9N4O2PS6Sc. Source: the Open Molecules 2025 dataset; level of theory: ωB97M-V with the def2-TZVPD basis set.

Results
* DFT total energy: -244090.8646 eV
* E_LUMO: 0.1037 Ha
* total charge: -2
* HOMO energy: 0.24 eV
* energy above the lowest of the compared OMol25 structures with the same formula, charge and spin: 3.985 eV

Geometry (Å):
Sc 0.6293 0.1576 0.0230
O -1.0323 -0.9250 -0.5902
N -1.3900 -1.7670 -1.5385
C -2.5823 -1.5537 -2.1281
C -3.0856 -2.4311 -3.0486
C -2.3238 -3.5513 -3.3909
C -1.0904 -3.7320 -2.8145
C -0.5837 -2.8224 -1.8675
S 0.9356 -2.9501 -1.1227
H -3.0801 -0.6492 -1.8069
H -4.0499 -2.2396 -3.4947
H -2.6982 -4.2667 -4.1118
H -0.4620 -4.5742 -3.0630
S -2.1005 4.4385 -3.8913
As -1.7037 4.7977 -1.8268
S 0.0266 3.2348 -1.2850
S -1.0471 2.0222 -0.0299
S -0.7522 6.6896 -1.5429
N 0.6067 1.4334 3.2738
C 1.2998 2.3391 2.4985
C 1.6628 3.5804 3.0156
C 2.3842 4.4542 2.2225
C 2.7245 4.0726 0.9388
C 2.3271 2.8238 0.4988
N 1.6473 1.9468 1.2602
H 0.0538 1.8080 4.0253
H 0.1535 0.6958 2.7595
H 1.3618 3.8458 4.0213
H 2.6741 5.4242 2.6054
H 3.2531 4.7365 0.2713
H 2.5808 2.4742 -0.4901
C 0.5366 -3.8691 2.0802
S 1.6669 -2.5191 1.6710
C 2.4081 -2.4939 3.3407
O 0.8581 -1.2392 1.6723
H 1.1174 -4.6600 2.5536
H 0.1175 -4.2261 1.1450
H -0.2424 -3.4960 2.7443
H 3.0684 -3.3589 3.4078
H 1.6300 -2.5406 4.1012
H 2.9812 -1.5743 3.4418
C 3.8133 -0.2203 -5.9512
C 2.7841 -0.0416 -4.8614
C 1.4577 0.1944 -5.1765
C 0.5350 0.3813 -4.1452
C -0.9148 0.6548 -4.4413
C 0.9730 0.3147 -2.8449
C 2.3109 0.0699 -2.4522
C 3.2009 -0.1110 -3.5338
N 2.5680 0.0487 -1.0962
C 3.9420 -0.2318 -0.6455
C 4.0098 -0.1611 0.8917
C 5.4082 -0.4873 1.4285
C 5.8210 -1.8933 0.9882
C 5.8032 -1.9560 -0.5405
C 6.7664 -0.9176 -1.1259
C 6.3789 0.4824 -0.6393
C 6.4167 0.5248 0.8876
C 4.9656 0.8290 -1.1221
C 4.3839 -1.6639 -1.0320
H 3.3429 -0.2087 -6.9349
H 4.3477 -1.1669 -5.8362
H 4.5528 0.5836 -5.9184
H 1.1382 0.2523 -6.2112
H -1.0228 1.1868 -5.3856
H -1.3644 1.2747 -3.6625
H -1.4787 -0.2827 -4.5111
H 0.2363 0.4945 -2.0679
H 4.2506 -0.3079 -3.3832
H 3.3050 -0.8815 1.2916
H 3.7116 0.8283 1.2346
H 5.3961 -0.4359 2.5242
H 5.1144 -2.6301 1.3881
H 6.8180 -2.1333 1.3766
H 6.1047 -2.9570 -0.8699
H 6.7161 -0.9514 -2.2191
H 7.7966 -1.1496 -0.8306
H 7.0874 1.2157 -1.0392
H 6.1630 1.5308 1.2352
H 7.4232 0.2867 1.2522
H 4.9631 0.9364 -2.2024
H 4.6678 1.7964 -0.7079
H 3.6763 -2.3646 -0.5816
H 4.3199 -1.8122 -2.1073
F -5.5346 -6.4653 2.7635
C -5.0750 -6.0816 1.5520
F -4.2113 -7.0300 1.1515
F -6.1396 -6.1679 0.7222
C -4.4747 -4.7238 1.5844
C -5.1554 -3.6949 2.2351
C -4.6076 -2.4328 2.3083
C -3.3581 -2.1588 1.7364
C -2.6959 -3.1999 1.0862
C -3.2423 -4.4678 0.9953
P -2.4427 -0.5798 1.9485
C -3.7484 0.6026 1.4211
C -3.6672 1.9372 1.8239
C -4.4792 2.9000 1.2539
C -5.3807 2.5379 0.2618
C -5.4966 1.2154 -0.1327
C -4.6784 0.2570 0.4444
C -6.2396 3.5961 -0.3599
F -6.9113 3.1484 -1.4385
F -5.5572 4.6735 -0.7198
F -7.1956 4.0213 0.5220
C -2.5812 -0.4264 3.7822
C -3.6972 -0.0002 4.5085
C -3.6686 0.0505 5.8895
C -2.5195 -0.3107 6.5846
C -1.4016 -0.7519 5.8824
C -1.4503 -0.8244 4.5038
C -2.4621 -0.1581 8.0616
F -2.0667 1.0795 8.4393
F -3.6565 -0.3585 8.6530
F -1.5936 -1.0126 8.6391
H -6.1203 -3.9012 2.6822
H -5.1551 -1.6422 2.8034
H -1.7339 -2.9916 0.6353
H -2.7200 -5.2569 0.4705
H -2.9406 2.2241 2.5738
H -4.3734 3.9412 1.5276
H -6.2072 0.9411 -0.9001
H -4.7597 -0.7740 0.1208
H -4.5877 0.3223 3.9838
H -4.5401 0.3761 6.4435
H -0.5030 -1.0229 6.4213
H -0.5841 -1.1746 3.9523


Question: Among the records above, which one has the lowest DFT total energy?
Answer: C51H52AsF9N4O2PS6Sc